[1]
{
  "formula": "C24H24N2O7S",
  "method": "ωB97M-V with the def2-TZVPD basis set",
  "homo_lumo_gap_ev": 7.88,
  "e_above_lowest_kj_mol": 40.62,
  "e_homo_ha": -0.307,
  "smiles": "COc1cc(CCN2C(=O)c3cccc4cccc(c34)C2=O)c(S(=O)(=O)NCCO)cc1OC",
  "largest_force_ha_per_bohr": 0.01784,
  "energy_ev": -53425.8460,
  "elements": ["C", "O", "C", "C", "C", "C", "C", "N", "C", "O", "C", "C", "C", "C", "C", "C", "C", "C", "C", "C", "C", "O", "C", "S", "O", "O", "N", "C", "C", "O", "C", "C", "O", "C", "H", "H", "H", "H", "H", "H", "H", "H", "H", "H", "H", "H", "H", "H", "H", "H", "H", "H", "H", "H", "H", "H", "H", "H"],
  "xyz": [[-0.067, 4.349, -3.378], [-0.021, 2.994, -3.761], [0.291, 2.056, -2.821], [0.774, 2.383, -1.562], [1.101, 1.428, -0.605], [1.516, 1.878, 0.764], [0.304, 2.403, 1.553], [-0.614, 1.323, 1.873], [-0.347, 0.611, 3.038], [0.553, 0.961, 3.774], [-1.231, -0.525, 3.328], [-1.055, -1.256, 4.483], [-1.854, -2.374, 4.741], [-2.809, -2.769, 3.842], [-3.010, -2.052, 2.643], [-3.966, -2.433, 1.679], [-4.121, -1.715, 0.522], [-3.338, -0.583, 0.282], [-2.399, -0.175, 1.206], [-2.213, -0.908, 2.395], [-1.582, 1.016, 0.938], [-1.748, 1.721, -0.042], [0.958, 0.098, -0.959], [1.356, -1.242, 0.143], [1.213, -2.478, -0.590], [0.649, -1.140, 1.386], [2.972, -0.939, 0.479], [3.895, -1.420, -0.528], [4.465, -2.811, -0.198], [3.515, -3.678, 0.354], [0.486, -0.257, -2.208], [0.130, 0.694, -3.156], [-0.312, 0.188, -4.336], [-1.071, 0.982, -5.225], [0.929, 4.735, -3.142], [-0.459, 4.880, -4.244], [-0.734, 4.499, -2.525], [0.895, 3.420, -1.294], [2.244, 2.688, 0.682], [1.963, 1.053, 1.315], [0.642, 2.835, 2.497], [-0.246, 3.141, 0.967], [-0.287, -0.952, 5.178], [-1.704, -2.932, 5.654], [-3.417, -3.641, 4.034], [-4.573, -3.308, 1.867], [-4.851, -2.020, -0.213], [-3.454, -0.011, -0.627], [3.208, -1.243, 1.414], [3.333, -1.455, -1.464], [4.713, -0.701, -0.636], [5.257, -2.720, 0.552], [4.903, -3.237, -1.114], [2.663, -3.552, -0.100], [0.372, -1.301, -2.449], [-1.459, 0.284, -5.966], [-0.457, 1.737, -5.721], [-1.903, 1.470, -4.714]]
}

[2]
{
  "formula": "C4H8NOS",
  "method": "ωB97M-V with the def2-TZVPD basis set",
  "homo_lumo_gap_ev": [5.93, 7.68],
  "e_above_lowest_kj_mol": 305.02,
  "e_homo_ha": [-0.363, -0.558],
  "charge": 1,
  "s2": 2.009,
  "multiplicity": 3,
  "largest_force_ha_per_bohr": 0.09966,
  "energy_ev": -18636.3874,
  "elements": ["C", "C", "C", "C", "N", "O", "S", "H", "H", "H", "H", "H", "H", "H", "H"],
  "xyz": [[0.477, 1.141, -0.143], [-0.521, -1.147, 0.074], [-1.928, 0.602, -0.171], [1.619, -1.394, 0.114], [-0.580, 0.151, -0.120], [-0.989, -2.187, 0.176], [2.144, 0.171, -0.136], [0.356, 1.923, 0.735], [0.542, 1.556, -1.212], [-2.625, -0.203, -0.213], [-1.867, 1.127, -1.139], [-2.290, 1.369, 0.510], [1.843, -1.909, -0.842], [1.530, -1.740, 1.150], [2.290, 0.540, 1.217]]
}

[3]
{
  "formula": "C4H12",
  "method": "ωB97M-V with the def2-TZVPD basis set",
  "homo_lumo_gap_ev": 12.89,
  "e_above_lowest_kj_mol": 17.77,
  "e_homo_ha": -0.432,
  "smiles": "CC.CC",
  "largest_force_ha_per_bohr": 0.02441,
  "energy_ev": -4342.3441,
  "elements": ["C", "C", "H", "H", "H", "H", "H", "H", "C", "C", "H", "H", "H", "H", "H", "H"],
  "xyz": [[-0.632, -1.451, -1.053], [-2.047, -1.816, -1.539], [-0.554, -1.700, 0.000], [0.145, -1.963, -1.613], [-0.401, -0.386, -1.146], [-1.993, -2.431, -2.455], [-2.594, -0.938, -1.871], [-2.579, -2.394, -0.791], [1.247, 1.038, 1.758], [1.464, 2.236, 0.838], [0.997, 0.146, 1.174], [2.173, 0.826, 2.284], [0.510, 1.246, 2.531], [2.207, 1.985, 0.074], [0.560, 2.550, 0.324], [1.894, 3.089, 1.359]]
}

[4]
{
  "formula": "C4H9NO2",
  "method": "ωB97M-V with the def2-TZVPD basis set",
  "homo_lumo_gap_ev": 9.36,
  "e_above_lowest_kj_mol": 366.64,
  "e_homo_ha": -0.320,
  "smiles": "C/C(O)=C(/C)NO",
  "largest_force_ha_per_bohr": 0.06616,
  "energy_ev": -9876.2606,
  "elements": ["C", "C", "O", "C", "C", "N", "O", "H", "H", "H", "H", "H", "H", "H", "H", "H"],
  "xyz": [[1.336, -1.493, 0.151], [0.751, -0.109, 0.248], [1.729, 0.785, 0.609], [-0.359, 0.312, -0.422], [-0.810, 1.749, -0.420], [-1.395, -0.611, -0.658], [-2.082, -0.812, 0.573], [2.070, -1.611, 0.945], [0.567, -2.257, 0.262], [1.852, -1.635, -0.799], [1.427, 1.690, 0.469], [-1.853, 1.782, -0.708], [-0.737, 2.218, 0.564], [-0.219, 2.332, -1.130], [-1.023, -1.516, -0.943], [-1.255, -0.824, 1.259]]
}

[5]
{
  "formula": "C27H50F9N2O2",
  "method": "ωB97M-V with the def2-TZVPD basis set",
  "homo_lumo_gap_ev": 8.40,
  "e_homo_ha": -0.437,
  "charge": 1,
  "largest_force_ha_per_bohr": 0.02664,
  "energy_ev": -60335.2678,
  "elements": ["N", "C", "O", "C", "C", "N", "C", "C", "F", "F", "C", "F", "F", "C", "F", "F", "C", "F", "F", "F", "C", "O", "H", "H", "H", "H", "H", "H", "H", "H", "C", "C", "C", "C", "C", "C", "H", "H", "H", "H", "H", "H", "H", "H", "H", "H", "H", "H", "H", "H", "C", "C", "C", "C", "C", "C", "H", "H", "H", "H", "H", "H", "H", "H", "H", "H", "H", "H", "H", "H", "C", "C", "C", "C", "C", "C", "H", "H", "H", "H", "H", "H", "H", "H", "H", "H", "H", "H", "H", "H"],
  "xyz": [[-0.098, 6.933, -6.252], [0.047, 6.213, -5.374], [-0.083, 5.307, -4.441], [-0.959, 4.258, -4.892], [-0.131, 3.226, -5.649], [0.976, 2.717, -4.752], [0.469, 2.266, -3.421], [1.666, 2.035, -2.453], [2.731, 1.743, -3.241], [1.962, 3.180, -1.827], [1.398, 0.905, -1.449], [1.277, -0.243, -2.122], [0.199, 1.152, -0.881], [2.425, 0.750, -0.284], [2.228, 1.691, 0.630], [2.146, -0.436, 0.280], [3.924, 0.706, -0.696], [4.619, 0.301, 0.361], [4.341, 1.934, -1.006], [4.123, -0.121, -1.705], [-0.626, 3.172, -2.833], [-1.554, 3.651, -3.806], [-1.751, 4.650, -5.529], [0.343, 3.670, -6.529], [-0.732, 2.384, -5.987], [1.651, 3.487, -4.650], [1.434, 1.967, -5.271], [0.034, 1.274, -3.573], [-0.233, 4.020, -2.270], [-1.217, 2.578, -2.142], [4.669, 4.777, -3.356], [3.950, 5.713, -4.312], [3.940, 5.207, -5.755], [5.316, 5.064, -6.404], [6.143, 6.348, -6.432], [5.497, 7.468, -7.241], [5.723, 4.653, -3.604], [4.618, 5.159, -2.335], [4.197, 3.791, -3.372], [4.390, 6.711, -4.264], [2.911, 5.824, -3.975], [3.318, 5.876, -6.358], [3.441, 4.221, -5.783], [5.179, 4.706, -7.430], [5.885, 4.284, -5.890], [7.118, 6.117, -6.866], [6.339, 6.696, -5.414], [5.335, 7.156, -8.275], [6.139, 8.349, -7.254], [4.536, 7.771, -6.821], [-1.037, -5.333, 4.033], [-1.430, -3.897, 4.361], [-2.123, -3.178, 3.204], [-1.271, -3.015, 1.944], [0.050, -2.274, 2.150], [-0.132, -0.836, 2.625], [-0.318, -5.378, 3.213], [-0.575, -5.808, 4.900], [-1.913, -5.922, 3.753], [-0.547, -3.337, 4.682], [-2.111, -3.906, 5.216], [-2.459, -2.196, 3.549], [-3.031, -3.728, 2.938], [-1.864, -2.482, 1.192], [-1.061, -3.998, 1.515], [0.592, -2.266, 1.200], [0.683, -2.816, 2.857], [-0.727, -0.262, 1.909], [0.836, -0.341, 2.732], [-0.630, -0.793, 3.595], [-3.100, -6.187, 7.330], [-4.112, -6.889, 6.430], [-5.278, -5.993, 6.015], [-6.145, -5.486, 7.170], [-6.764, -6.579, 8.040], [-7.717, -7.493, 7.276], [-3.548, -5.868, 8.271], [-2.274, -6.860, 7.570], [-2.686, -5.308, 6.832], [-4.483, -7.790, 6.927], [-3.600, -7.230, 5.525], [-5.902, -6.535, 5.299], [-4.883, -5.126, 5.473], [-6.947, -4.867, 6.753], [-5.554, -4.820, 7.805], [-7.313, -6.101, 8.855], [-5.980, -7.178, 8.511], [-8.534, -6.919, 6.834], [-8.153, -8.236, 7.945], [-7.207, -8.032, 6.476]]
}